# 1
{
  "formula": "C18H40N3PRhS5Si4Te",
  "method": "ωB97M-V/def2-TZVPD",
  "elements": ["Rh", "S", "C", "S", "C", "C", "S", "S", "S", "C", "N", "C", "N", "C", "N", "C", "P", "C", "C", "H", "H", "H", "H", "H", "H", "H", "H", "H", "H", "H", "H", "H", "C", "Si", "C", "C", "Si", "Te", "Si", "C", "C", "C", "Si", "C", "C", "C", "H", "H", "H", "H", "H", "H", "H", "H", "H", "H", "H", "H", "H", "H", "H", "H", "H", "H", "H", "H", "H", "H", "H", "H", "H", "H", "H"],
  "coordinates": [[-2.4835, 0.2522, 0.8199], [-1.5024, 1.8867, 7.7858], [-1.7628, 1.5252, 6.2303], [-1.4077, 2.6317, 4.9215], [-1.9090, 1.5961, 3.6198], [-2.3949, 0.3619, 3.9714], [-2.9179, -0.7176, 2.7677], [-2.4315, 0.0098, 5.6739], [-1.7487, 2.0016, 1.9791], [-1.9503, 2.4897, -3.8458], [-1.5837, 3.3113, -2.6042], [-2.7010, 4.3298, -2.3380], [-3.9481, 3.6807, -2.2150], [-4.2355, 2.9070, -3.4189], [-3.2170, 1.8915, -3.6872], [-3.2430, 0.8177, -2.6838], [-2.9383, 1.4623, -0.9935], [-1.4163, 2.4092, -1.4215], [-4.0917, 2.8810, -0.9880], [-1.1611, 1.7462, -3.9725], [-1.9486, 3.1925, -4.6833], [-0.7099, 3.8131, -2.7816], [-2.6995, 5.0097, -3.1939], [-2.4264, 4.8666, -1.4276], [-4.2853, 3.5891, -4.2710], [-5.2023, 2.4180, -3.3059], [-2.4931, 0.0522, -2.9068], [-4.2197, 0.3330, -2.7367], [-0.6110, 1.7043, -1.6410], [-1.1125, 3.0277, -0.5736], [-3.9112, 3.4885, -0.0959], [-5.1241, 2.5276, -0.9283], [0.4655, -4.8969, 0.9446], [1.2785, -3.4524, 1.8123], [0.2532, -2.9441, 3.2917], [3.0324, -3.8816, 2.3047], [1.3888, -1.6226, 0.3287], [-1.0396, -1.4202, -0.4228], [2.2624, 0.3074, 1.3425], [1.8108, 1.8210, 0.3326], [4.1258, 0.1230, 1.3920], [1.6225, 0.5112, 3.0839], [2.3576, -2.0665, -1.7702], [4.1679, -2.4842, -1.5429], [2.1943, -0.5319, -2.8420], [1.4735, -3.4868, -2.5992], [0.3400, -5.7251, 1.6418], [1.0614, -5.2543, 0.1093], [-0.5196, -4.6359, 0.5628], [0.0329, -3.8194, 3.9038], [-0.6945, -2.5060, 2.9848], [0.7664, -2.2189, 3.9177], [3.0346, -4.7728, 2.9320], [3.4976, -3.0788, 2.8725], [3.6574, -4.0871, 1.4392], [1.9288, 1.6700, -0.7375], [2.4335, 2.6621, 0.6349], [0.7785, 2.0699, 0.5496], [4.5584, 0.0620, 0.3973], [4.4336, -0.7645, 1.9390], [4.5616, 0.9892, 1.8892], [0.5409, 0.4334, 3.1292], [1.9081, 1.4948, 3.4604], [2.0415, -0.2352, 3.7533], [4.7215, -1.6992, -1.0382], [4.6281, -2.6405, -2.5188], [4.2987, -3.3991, -0.9700], [2.8302, 0.2743, -2.4816], [1.1658, -0.1701, -2.8653], [2.4905, -0.7623, -3.8643], [1.6260, -4.4198, -2.0638], [1.8721, -3.6122, -3.6072], [0.4003, -3.3265, -2.6818]],
  "lowdin_charge": [-0.138, 0.621, -1.486, 0.910, -1.133, -1.127, 0.612, 0.924, 0.617, -0.108, -0.063, -0.107, -0.143, -0.146, -0.141, -0.286, 0.774, -0.271, -0.266, 0.148, 0.149, 0.188, 0.149, 0.151, 0.143, 0.142, 0.068, 0.110, 0.076, 0.074, 0.099, 0.110, -0.213, 0.318, -0.206, -0.208, 0.139, 0.577, 0.342, -0.213, -0.201, -0.198, 0.304, -0.201, -0.223, -0.216, 0.037, 0.018, 0.014, 0.042, -0.021, 0.020, 0.036, 0.023, 0.019, 0.008, 0.041, -0.033, 0.015, 0.027, 0.039, -0.001, 0.045, 0.032, 0.012, 0.038, 0.025, 0.020, -0.007, 0.034, 0.021, 0.038, 0.008],
  "lumo_energy_ev": [-4.627, -4.492],
  "multiplicity": 1,
  "total_charge": 1,
  "homo_lumo_gap_ev": [4.97, 5.11]
}

***

# 2
{
  "formula": "C18H40OP2SiW",
  "method": "ωB97M-V/def2-TZVPD",
  "elements": ["P", "P", "C", "C", "H", "H", "H", "H", "C", "H", "H", "H", "C", "H", "H", "H", "C", "H", "H", "H", "C", "H", "H", "H", "W", "C", "C", "C", "C", "C", "C", "C", "C", "C", "H", "H", "H", "H", "H", "H", "H", "H", "H", "H", "H", "H", "H", "H", "H", "C", "Si", "C", "C", "O", "H", "H", "H", "H", "H", "H", "H", "H", "H"],
  "coordinates": [[-0.6989, -2.4643, -2.6477], [-0.1873, 0.7188, -2.6001], [-1.0561, -1.5570, -4.1848], [-0.2091, -0.2837, -4.1913], [-2.1272, -1.3359, -4.2363], [-0.7927, -2.2432, -4.9987], [0.8565, -0.4688, -4.4150], [-0.5661, 0.4234, -4.9569], [-1.8596, 1.4445, -2.5664], [-1.9939, 2.1765, -1.7602], [-2.6153, 0.6605, -2.4495], [-2.0460, 1.9526, -3.5232], [0.6622, 2.1996, -3.4038], [0.1788, 2.4862, -4.3445], [1.7155, 1.9584, -3.6011], [0.6408, 3.0676, -2.7246], [-1.7171, -4.0023, -2.4779], [-2.0884, -3.8615, -1.4119], [-1.1028, -4.9124, -2.5552], [-2.5285, -4.0893, -3.2224], [0.9655, -3.0651, -3.0003], [1.6681, -2.2695, -2.7666], [1.0000, -3.3168, -4.0634], [1.2023, -3.9490, -2.4017], [-1.6471, -2.2524, -0.7499], [1.4352, 2.7365, 2.0854], [0.2383, 3.1061, 1.5970], [-0.5229, 2.5202, 0.4577], [-0.1125, 1.0706, 0.1153], [0.8164, 1.0231, -1.0496], [2.1469, 1.0162, -0.9435], [2.8465, 1.9471, 0.0095], [2.4635, 1.8024, 1.5255], [0.0228, -2.6543, 0.6159], [1.7232, 3.1845, 3.0460], [-0.3150, 3.9190, 2.0870], [-0.4364, 3.1695, -0.4326], [-1.5899, 2.4987, 0.7129], [0.1998, 0.5233, 1.0404], [-1.0553, 0.5203, -0.1178], [0.0339, -2.2616, -0.5254], [2.8188, 0.5496, -1.6646], [2.6351, 2.9804, -0.2867], [3.9211, 1.7866, -0.0536], [2.1852, 0.7490, 1.7355], [3.3884, 2.0028, 2.1023], [0.3895, -1.8718, 1.2995], [0.6081, -3.5876, 0.6378], [-1.0661, -2.8938, 0.8770], [1.0912, -0.5962, 4.6508], [-0.6185, -0.1012, 3.9476], [-1.8599, -1.2036, 4.8901], [-1.0363, 1.6446, 4.6166], [-0.5725, -0.1926, 2.3649], [1.1051, -0.5545, 5.7506], [1.8786, 0.0682, 4.2647], [1.3345, -1.6246, 4.3418], [-1.7580, -1.0695, 5.9802], [-2.8981, -0.9594, 4.6339], [-1.7069, -2.2690, 4.6825], [-0.4743, 2.4251, 4.0808], [-2.1106, 1.8527, 4.4874], [-0.8024, 1.7266, 5.6906]],
  "mulliken_spin": [0.051, 0.047, -0.007, 0.001, 0.006, -0.002, 0.001, -0.001, 0.007, 0.000, -0.010, 0.001, -0.001, 0.000, 0.000, 0.000, 0.008, -0.025, 0.000, -0.001, 0.009, -0.002, 0.001, 0.000, 0.875, 0.003, 0.004, 0.002, 0.010, -0.026, 0.000, -0.001, 0.001, 0.073, 0.000, 0.001, 0.001, -0.001, -0.022, 0.019, 0.016, 0.000, 0.000, 0.000, -0.001, 0.000, -0.012, 0.017, -0.021, 0.061, -0.009, 0.048, 0.212, 0.663, 0.002, -0.002, 0.003, 0.000, -0.003, 0.004, -0.005, 0.006, 0.001],
  "lumo_energy_ev": [-6.784, -8.654],
  "multiplicity": 3,
  "s_squared": 2.014,
  "total_charge": 2,
  "e_above_lowest_kj_mol": 676.9,
  "homo_lumo_gap_ev": [7.28, 5.16]
}

***

# 3
{
  "formula": "C18H40P2SiV",
  "method": "ωB97M-V/def2-TZVPD",
  "elements": ["P", "P", "C", "C", "H", "H", "H", "H", "C", "H", "H", "H", "C", "H", "H", "H", "C", "H", "H", "H", "C", "H", "H", "H", "V", "C", "C", "C", "C", "C", "C", "C", "C", "C", "H", "H", "H", "H", "H", "H", "H", "H", "H", "H", "H", "H", "H", "H", "H", "C", "Si", "C", "C", "H", "H", "H", "H", "H", "H", "H", "H", "H"],
  "coordinates": [[1.5197, -3.4153, -2.9956], [2.9513, -4.2383, -0.5329], [2.8470, -4.7508, -3.2315], [3.1676, -5.4587, -1.9220], [3.7266, -4.2094, -3.6124], [2.5172, -5.4298, -4.0277], [2.5061, -6.3154, -1.7305], [4.1995, -5.8296, -1.8705], [4.4856, -3.2313, -0.8123], [4.6304, -2.5728, 0.0497], [4.4410, -2.6156, -1.7175], [5.3186, -3.9372, -0.8893], [3.4978, -5.2163, 0.8908], [4.5224, -5.5657, 0.7105], [2.8370, -6.0735, 1.0451], [3.4699, -4.5869, 1.7891], [1.8610, -2.5362, -4.5572], [1.1651, -1.7052, -4.6756], [1.8102, -3.1624, -5.4547], [2.8647, -2.1092, -4.5250], [-0.0502, -4.3072, -3.3873], [-0.2190, -5.1274, -2.6788], [-0.0347, -4.7125, -4.4052], [-0.8917, -3.6070, -3.2962], [1.3683, -2.9055, -0.9123], [2.4783, 0.4576, -4.4470], [2.5208, 0.9952, -5.6713], [1.5819, 2.0322, -6.2048], [0.1848, 2.0872, -5.5660], [-0.5815, 0.7849, -5.6033], [-0.5485, -0.1441, -4.6369], [0.1322, 0.0636, -3.3041], [1.5307, 0.7339, -3.2950], [-0.4350, -1.9207, 0.6376], [3.2352, -0.3111, -4.2351], [3.3492, 0.7339, -6.3544], [1.4878, 1.8624, -7.2856], [2.0444, 3.0283, -6.1110], [0.2800, 2.4570, -4.5373], [-0.3891, 2.8314, -6.1464], [-1.2218, 0.6410, -6.4849], [-1.0789, -1.0966, -4.7704], [0.1799, -0.9240, -2.8137], [-0.5161, 0.6693, -2.6496], [1.3634, 1.8099, -3.1409], [2.0453, 0.3651, -2.3855], [-1.3466, -2.0649, 1.2408], [-0.1734, -2.9595, 0.2914], [-0.7314, -1.2550, -0.1895], [0.6694, -2.1173, 3.4592], [0.7137, -1.0803, 1.8872], [0.2532, 0.6881, 2.3740], [2.4541, -1.0669, 1.1710], [-0.3644, -2.3055, 3.7810], [1.1859, -1.6055, 4.2834], [1.1571, -3.0858, 3.2913], [0.6440, 0.9187, 3.3763], [0.6693, 1.4314, 1.6803], [-0.8333, 0.8401, 2.4085], [3.1458, -0.7639, 1.9739], [2.8266, -2.0619, 0.8518], [2.5562, -0.3492, 0.3403]],
  "mulliken_spin": [-0.044, -0.039, -0.002, -0.008, -0.003, 0.002, -0.001, 0.001, 0.030, 0.005, -0.002, 0.002, 0.005, -0.002, 0.000, 0.000, 0.005, 0.002, -0.001, 0.001, 0.004, 0.000, 0.000, 0.002, 1.019, 0.001, 0.000, 0.000, 0.000, 0.000, 0.000, 0.003, -0.001, 0.052, 0.000, 0.000, 0.000, 0.000, 0.000, 0.000, 0.000, 0.000, -0.005, 0.000, 0.000, 0.002, 0.000, -0.018, -0.006, 0.001, 0.000, 0.002, 0.004, 0.000, 0.000, 0.000, 0.000, 0.000, 0.000, 0.001, -0.008, -0.005],
  "lumo_energy_ev": [-8.438, -8.135],
  "multiplicity": 2,
  "s_squared": 0.759,
  "total_charge": 2,
  "e_above_lowest_kj_mol": 0.0,
  "homo_lumo_gap_ev": [5.55, 5.85]
}

***

Q: Which of these has the lowest multiplicity?
A: C18H40N3PRhS5Si4Te

***

Q: The lowest multiplicity belongs to which entry?
A: C18H40N3PRhS5Si4Te

***

Q: Number 1 is which compound?
A: C18H40N3PRhS5Si4Te

***

Q: Among the records above, which one has the highest multiplicity?
A: C18H40OP2SiW